1.
Formula: C63H132F20N11O20S8
Source: the Open Molecules 2025 dataset
Level of theory: the ωB97M-V functional and the def2-TZVPD basis

Properties
Relative energy (zero: lowest compared OMol25 entry of this formula, charge and spin) (kcal/mol): 0.0
LUMO (eV): -4.25
Net charge: +3
Spin multiplicity: 1
DFT total energy (eV): -265815.63143
Gap between HOMO and LUMO (eV): 9.8

Structure (XYZ):
```
254
C63H132F20N11O20S8 the ωB97M-V functional and the def2-TZVPD basis
C 6.17 -42.59 3.70
O 6.54 -41.32 4.23
C 7.20 -40.49 3.31
C 7.19 -39.09 3.93
N 5.73 -38.71 4.20
H 5.36 -39.39 4.88
H 5.69 -37.84 4.85
C 4.86 -38.46 3.07
C 5.44 -37.38 2.21
O 5.89 -36.34 3.03
C 6.53 -35.31 2.31
H 5.66 -43.13 4.54
H 7.03 -43.15 3.34
H 5.50 -42.39 2.87
H 6.69 -40.44 2.30
H 8.17 -40.86 3.17
H 7.59 -38.28 3.38
H 7.69 -39.12 4.88
H 3.88 -38.10 3.44
H 4.76 -39.41 2.58
H 4.84 -36.87 1.46
H 6.36 -37.81 1.75
H 7.37 -35.74 1.73
H 6.99 -34.65 3.03
H 5.88 -34.74 1.65
C 0.05 -29.67 1.11
O -0.99 -29.66 0.09
C -0.55 -30.01 -1.23
C -1.83 -29.82 -2.08
N -2.79 -30.92 -1.60
H -2.43 -31.82 -1.90
H -2.82 -30.92 -0.58
C -4.20 -30.95 -2.12
C -4.41 -31.95 -3.27
O -3.69 -33.20 -3.10
C -4.46 -34.18 -2.35
H 0.97 -29.20 0.80
H 0.32 -30.64 1.56
H -0.44 -29.07 1.92
H -0.36 -31.06 -1.28
H 0.28 -29.39 -1.59
H -1.63 -29.95 -3.13
H -2.44 -28.88 -1.89
H -4.53 -29.99 -2.55
H -4.91 -31.25 -1.28
H -4.08 -31.50 -4.16
H -5.49 -32.15 -3.44
H -5.37 -34.42 -2.90
H -4.67 -33.95 -1.33
H -3.87 -35.10 -2.33
C 3.90 -39.32 15.67
C 5.23 -39.23 14.90
C 5.01 -39.30 13.37
C 6.36 -39.34 12.73
N 6.53 -38.52 11.49
C 6.54 -37.02 11.89
C 6.49 -36.28 10.60
C 5.59 -37.23 9.73
C 5.51 -38.56 10.39
C 7.91 -38.85 10.90
H 4.08 -39.45 16.75
H 3.36 -40.13 15.22
H 3.32 -38.34 15.56
H 5.95 -39.93 15.31
H 5.69 -38.32 15.20
H 4.50 -38.44 13.06
H 4.42 -40.22 13.17
H 6.64 -40.35 12.49
H 7.09 -38.98 13.49
H 7.34 -36.79 12.60
H 5.57 -36.79 12.43
H 7.47 -36.25 10.07
H 6.03 -35.27 10.61
H 6.04 -37.34 8.72
H 4.57 -36.93 9.71
H 5.80 -39.42 9.80
H 4.51 -38.57 10.80
H 8.19 -38.08 10.11
H 7.82 -39.82 10.41
H 8.49 -38.96 11.77
C -11.47 -37.43 7.72
C -10.68 -37.15 6.47
C -10.16 -38.42 5.78
C -9.26 -39.31 6.74
N -8.50 -40.48 6.01
C -9.27 -41.24 5.02
C -8.54 -42.58 4.82
C -7.82 -42.81 6.14
C -8.11 -41.56 6.97
C -7.27 -39.82 5.36
H -10.90 -37.99 8.48
H -12.44 -37.90 7.46
H -11.67 -36.46 8.11
H -9.77 -36.63 6.82
H -11.32 -36.59 5.76
H -9.67 -38.21 4.85
H -11.08 -39.05 5.50
H -9.90 -39.86 7.45
H -8.57 -38.65 7.27
H -9.30 -40.63 4.12
H -10.25 -41.37 5.43
H -7.89 -42.55 3.96
H -9.25 -43.41 4.66
H -6.75 -42.97 5.99
H -8.06 -43.73 6.64
H -7.24 -41.16 7.56
H -8.92 -41.74 7.71
H -6.72 -40.64 4.88
H -6.71 -39.44 6.18
H -7.65 -39.20 4.55
C -2.86 -36.61 19.36
C -2.76 -38.10 18.94
C -2.93 -38.38 17.43
C -2.11 -37.38 16.65
N -2.13 -37.48 15.10
C -3.47 -37.05 14.52
C -3.54 -37.73 13.18
C -2.52 -38.91 13.27
C -1.85 -38.87 14.63
C -1.03 -36.49 14.57
H -2.64 -36.43 20.39
H -3.86 -36.27 19.03
H -2.17 -35.95 18.87
H -3.50 -38.66 19.49
H -1.81 -38.47 19.21
H -4.02 -38.40 17.30
H -2.62 -39.43 17.24
H -1.03 -37.52 16.93
H -2.37 -36.34 16.72
H -3.59 -35.92 14.54
H -4.29 -37.41 15.11
H -3.24 -37.10 12.34
H -4.55 -38.14 13.03
H -1.74 -38.69 12.57
H -2.89 -39.88 12.99
H -0.83 -38.89 14.39
H -2.27 -39.49 15.37
H -0.03 -36.84 14.69
H -1.15 -35.62 15.22
H -1.24 -36.24 13.56
C -2.15 -35.21 10.85
C -1.03 -35.30 9.83
C -1.62 -35.30 8.41
C -1.77 -33.79 7.97
N -2.34 -33.65 6.61
C -2.19 -32.23 6.04
C -3.13 -31.37 6.94
C -4.37 -32.27 7.02
C -3.85 -33.76 6.71
C -1.84 -34.65 5.63
H -1.60 -35.18 11.84
H -2.85 -36.05 10.79
H -2.67 -34.23 10.80
H -0.52 -36.21 10.03
H -0.33 -34.47 10.04
H -2.60 -35.83 8.35
H -0.83 -35.75 7.79
H -0.81 -33.21 7.97
H -2.28 -33.24 8.77
H -2.57 -32.18 5.02
H -1.16 -31.99 6.04
H -3.32 -30.36 6.47
H -2.70 -31.13 7.89
H -5.07 -31.91 6.29
H -4.88 -32.41 7.96
H -4.17 -34.01 5.69
H -4.12 -34.48 7.48
H -0.78 -34.68 5.71
H -2.17 -34.31 4.70
H -2.36 -35.57 5.81
C 0.14 -30.15 11.62
C 0.80 -31.42 11.10
C 1.57 -30.89 9.81
C 2.38 -32.05 9.29
N 3.15 -31.73 7.96
C 2.14 -31.46 6.84
C 2.91 -31.71 5.59
C 3.92 -32.82 5.97
C 3.89 -32.96 7.52
C 3.97 -30.52 8.14
H 0.90 -29.40 11.58
H -0.10 -30.14 12.70
H -0.81 -29.98 11.13
H 0.12 -32.27 11.03
H 1.60 -31.78 11.80
H 2.15 -30.02 10.14
H 0.80 -30.71 9.03
H 1.66 -32.90 9.19
H 3.22 -32.27 9.94
H 1.58 -30.51 6.99
H 1.48 -32.30 6.97
H 3.55 -30.80 5.38
H 2.32 -32.06 4.75
H 4.88 -32.43 5.78
H 3.79 -33.76 5.43
H 4.89 -32.89 7.96
H 3.42 -33.90 7.87
H 3.35 -29.62 8.05
H 4.73 -30.50 7.37
H 4.42 -30.45 9.12
N 3.18 -36.44 12.16
S 2.89 -34.94 12.20
O 1.92 -34.56 11.23
O 4.11 -34.29 12.33
F 2.10 -34.73 13.57
S 1.92 -37.45 11.91
O 1.81 -37.69 10.51
O 0.72 -37.19 12.68
F 2.39 -38.79 12.57
C -2.36 -34.85 1.93
F -1.28 -35.56 2.37
F -2.89 -35.48 0.87
F -3.26 -34.96 2.93
S -1.93 -33.05 1.69
O -1.42 -32.66 2.96
O -1.15 -33.02 0.53
N -3.34 -32.47 1.38
S -3.93 -31.18 2.08
O -3.16 -30.51 3.15
O -4.36 -30.42 0.98
C -5.59 -31.80 2.87
F -5.33 -32.52 4.00
F -6.27 -30.79 3.23
F -6.24 -32.55 2.07
C -3.99 -40.72 8.23
F -4.59 -41.04 7.03
F -4.80 -41.20 9.09
F -2.83 -41.40 8.22
S -3.93 -38.85 8.41
O -3.48 -38.63 9.76
O -3.20 -38.28 7.33
N -5.51 -38.59 8.28
S -5.97 -37.13 8.64
O -5.03 -36.13 9.01
O -6.92 -36.78 7.62
C -7.01 -37.32 10.21
F -7.60 -38.54 10.27
F -6.27 -37.12 11.35
F -7.97 -36.48 10.24
C 1.49 -37.42 5.47
F 1.63 -38.34 4.53
F 1.12 -36.31 4.77
F 0.42 -37.77 6.22
S 3.07 -37.09 6.45
O 4.11 -37.05 5.45
O 2.84 -35.88 7.15
N 3.19 -38.33 7.38
S 4.01 -39.66 6.89
O 3.54 -40.11 5.60
O 5.44 -39.65 7.11
C 3.45 -40.90 8.15
F 2.17 -41.11 8.18
F 4.15 -42.03 7.85
F 3.96 -40.58 9.43
```


2.
Formula: C25H59BrClN5O9
Source: the Open Molecules 2025 dataset
Level of theory: the ωB97M-V functional and the def2-TZVPD basis

Properties
LUMO (eV): 0.13
Spin multiplicity: 1
DFT total energy (eV): -135322.13810
Gap between HOMO and LUMO (eV): 9.3

Structure (XYZ):
```
100
C25H59BrClN5O9 the ωB97M-V functional and the def2-TZVPD basis
O 5.92 9.01 4.97
C 6.35 7.91 5.12
Cl 5.36 6.60 5.80
C 7.73 7.49 4.69
C 8.84 8.24 5.39
O 8.74 9.64 5.24
C 8.50 10.22 6.43
O 8.24 11.37 6.59
O 8.60 9.31 7.43
C 9.04 8.09 6.90
Br 8.22 6.59 7.78
H 7.87 6.43 4.78
H 7.79 7.76 3.64
H 9.75 7.86 4.95
H 10.09 7.96 7.09
C 4.20 3.48 0.37
O 4.26 4.40 1.45
C 3.27 4.24 2.44
C 3.58 3.18 3.50
C 3.40 1.74 3.02
N 4.94 3.33 4.05
H 3.17 3.23 0.12
H 4.76 2.57 0.59
H 4.66 3.96 -0.49
H 3.19 5.21 2.94
H 2.29 4.04 1.97
H 2.88 3.34 4.33
H 4.20 1.42 2.37
H 3.38 1.06 3.87
H 2.45 1.63 2.49
H 5.02 4.26 4.46
H 5.58 3.35 3.26
C 0.56 -1.94 2.92
O 0.61 -0.66 2.30
C 0.34 -0.68 0.92
C -1.14 -0.69 0.54
C -1.81 -2.05 0.73
N -1.91 0.32 1.27
H 0.91 -2.72 2.25
H -0.46 -2.17 3.26
H 1.20 -1.91 3.80
H 0.79 0.25 0.53
H 0.87 -1.51 0.44
H -1.20 -0.44 -0.52
H -2.00 -2.27 1.78
H -2.77 -2.08 0.22
H -1.19 -2.85 0.32
H -1.54 1.24 1.06
H -1.72 0.20 2.26
C -2.63 -4.78 -3.18
O -3.20 -3.67 -2.52
C -3.15 -2.45 -3.25
C -4.29 -2.27 -4.27
C -4.11 -3.08 -5.54
N -5.60 -2.58 -3.68
H -1.76 -4.50 -3.78
H -3.36 -5.29 -3.81
H -2.30 -5.49 -2.41
H -3.24 -1.66 -2.50
H -2.17 -2.33 -3.72
H -4.29 -1.22 -4.56
H -4.32 -4.14 -5.39
H -4.79 -2.72 -6.31
H -3.09 -2.99 -5.93
H -5.76 -1.97 -2.89
H -5.53 -3.51 -3.27
C -5.31 1.50 -6.14
O -5.61 0.13 -6.32
C -6.93 -0.25 -5.97
C -7.98 0.00 -7.06
C -8.40 1.47 -7.19
N -7.55 -0.49 -8.37
H -5.82 1.90 -5.26
H -5.57 2.09 -7.02
H -4.24 1.58 -5.98
H -6.89 -1.33 -5.78
H -7.22 0.22 -5.02
H -8.87 -0.56 -6.77
H -7.63 2.06 -7.69
H -9.31 1.55 -7.79
H -8.59 1.91 -6.21
H -7.38 -1.49 -8.31
H -6.64 -0.09 -8.56
C 1.44 -5.53 0.44
O 0.54 -5.19 1.48
C -0.53 -6.09 1.68
C -0.20 -7.30 2.56
C 0.62 -8.37 1.84
N 0.50 -6.92 3.79
H 0.92 -6.02 -0.39
H 2.24 -6.18 0.80
H 1.89 -4.61 0.07
H -1.30 -5.50 2.19
H -0.95 -6.40 0.71
H -1.15 -7.75 2.84
H 1.66 -8.08 1.72
H 0.60 -9.30 2.41
H 0.21 -8.58 0.85
H -0.09 -6.30 4.33
H 1.30 -6.36 3.53
```


3.
Formula: C16H23NO3
Source: the Open Molecules 2025 dataset
Level of theory: the ωB97M-V functional and the def2-TZVPD basis

Properties
Relative energy (zero: lowest compared OMol25 entry of this formula, charge and spin) (kcal/mol): 53.0
LUMO (eV): 0.75
Spin multiplicity: 1
DFT total energy (eV): -24597.37445
Gap between HOMO and LUMO (eV): 9.1

Structure (XYZ):
```
43
C16H23NO3 the ωB97M-V functional and the def2-TZVPD basis
C -5.86 -1.39 -2.16
O -4.67 -0.77 -2.59
C -3.59 -0.78 -1.77
C -2.44 -0.16 -2.26
C -1.30 -0.10 -1.49
C -1.27 -0.66 -0.21
C -0.02 -0.61 0.58
O 0.37 -1.54 1.26
C 0.75 0.70 0.56
C 0.59 1.37 1.94
C 1.45 2.62 2.00
C 2.90 2.27 1.69
N 2.97 1.68 0.37
C 4.30 1.63 -0.22
C 5.32 0.67 0.42
O 5.27 -0.64 -0.10
C 2.24 0.43 0.32
C -2.41 -1.31 0.28
C -2.43 -1.94 1.63
C -3.56 -1.34 -0.50
H -6.56 -1.27 -2.98
H -5.71 -2.46 -1.97
H -6.26 -0.91 -1.27
H -2.46 0.26 -3.26
H -0.42 0.36 -1.90
H 0.37 1.38 -0.20
H -0.46 1.62 2.11
H 0.90 0.66 2.71
H 1.38 3.08 2.99
H 1.09 3.34 1.26
H 3.51 3.18 1.69
H 3.28 1.59 2.47
H 4.19 1.36 -1.27
H 4.70 2.65 -0.18
H 6.33 1.02 0.19
H 5.20 0.66 1.51
H 4.41 -1.03 0.11
H 2.37 -0.01 -0.68
H 2.58 -0.30 1.08
H -2.00 -1.28 2.38
H -3.44 -2.21 1.92
H -1.81 -2.84 1.62
H -4.44 -1.82 -0.09
```


4.
Formula: C4H18NO3
Source: the Open Molecules 2025 dataset
Level of theory: the ωB97M-V functional and the def2-TZVPD basis

Properties
Relative energy (zero: lowest compared OMol25 entry of this formula, charge and spin) (kcal/mol): 12.4
LUMO (alpha / beta) (eV): 0.57 / 0.43
Spin multiplicity: 2
DFT total energy (eV): -12069.10587
Gap between HOMO and LUMO (alpha / beta) (eV): 3.1 / 11.7

Structure (XYZ):
```
26
C4H18NO3 the ωB97M-V functional and the def2-TZVPD basis
C -0.60 -0.65 0.14
C -0.91 0.63 0.87
C -1.28 0.29 2.33
C -0.07 0.21 3.22
N -0.34 -0.40 -1.33
H 0.36 -1.01 0.51
H -1.43 -1.33 0.20
H -0.09 1.34 0.96
H -1.79 1.06 0.38
H -1.95 1.02 2.81
H -2.04 -0.50 2.42
H 0.58 -0.65 3.03
H -0.31 0.16 4.29
H 0.53 1.12 3.16
H -1.06 0.18 -1.80
H -0.37 -1.29 -1.86
H 0.54 0.07 -1.59
H -3.10 -0.70 -3.59
H -1.67 -0.39 -4.10
O -2.20 -0.48 -3.29
H 3.52 -1.62 0.80
H 3.86 -2.12 -0.57
O 3.41 -1.39 -0.11
H 2.71 2.07 -1.87
H 1.90 2.52 -2.86
O 1.81 1.86 -2.16
```